Entry 1:
Formula: C4H8O2
Source: the Open Molecules 2025 dataset
Level of theory: ωB97M-V/def2-TZVPD

Orbital gap in eV: 9.972
Highest occupied orbital energy in eV: -9.120
LUMO in eV: 0.9
SMILES: C[C@@]1(O)C[C@H]1O

Structure (XYZ):
```
14
C4H8O2 (ωB97M-V/def2-TZVPD)
C -1.074 0.255 -0.930
C -0.068 0.449 0.169
O 0.169 1.796 0.490
C 0.001 -0.569 1.280
C 1.111 -0.479 0.277
O 1.237 -1.548 -0.617
H -2.088 0.370 -0.533
H -0.970 -0.738 -1.371
H -0.931 1.015 -1.708
H -0.598 2.327 0.232
H 0.212 -0.224 2.289
H -0.674 -1.418 1.202
H 2.052 -0.051 0.629
H 1.610 -1.184 -1.430
```



Entry 2:
Formula: C4H8O2
Source: the Open Molecules 2025 dataset
Level of theory: ωB97M-V/def2-TZVPD

Orbital gap in eV: 10.286
Highest occupied orbital energy in eV: -10.112
LUMO in eV: 0.2
SMILES: C/C=C\C=O.O

Structure (XYZ):
```
14
C4H8O2 (ωB97M-V/def2-TZVPD)
C 1.832 0.658 -1.019
C 0.553 -0.076 -1.101
C -0.415 -0.059 -0.188
O -2.511 -1.556 0.961
C -0.344 0.709 1.067
O -0.951 0.468 2.094
H 2.675 0.006 -1.238
H 1.984 1.116 -0.046
H 1.834 1.449 -1.774
H -1.888 -2.289 1.072
H 0.375 -0.580 -2.047
H -1.335 -0.557 -0.437
H -2.092 -0.895 1.545
H 0.282 1.605 1.112
```



Entry 3:
Formula: C4H8O2
Source: the Open Molecules 2025 dataset
Level of theory: ωB97M-V/def2-TZVPD

Orbital gap in eV: 9.337
Highest occupied orbital energy in eV: -9.261
LUMO in eV: 0.1

Structure (XYZ):
```
14
C4H8O2 (ωB97M-V/def2-TZVPD)
C 1.624 -0.161 -0.142
C 0.415 -0.279 0.759
C -0.575 0.841 0.679
O -0.612 1.620 -0.333
C -0.798 -0.921 0.155
O -0.956 -0.992 -1.111
H 2.251 -1.054 -0.067
H 1.299 -0.058 -1.179
H 2.219 0.718 0.119
H 0.603 -0.605 1.784
H -1.316 0.972 1.475
H -1.218 1.058 -1.340
H -1.596 -1.291 0.807
H -1.339 0.153 -1.608
```



Entry 4:
Formula: C4H8O2
Source: the Open Molecules 2025 dataset
Level of theory: ωB97M-V/def2-TZVPD

Orbital gap in eV: 8.816
Highest occupied orbital energy in eV: -8.016
LUMO in eV: 0.8

Structure (XYZ):
```
14
C4H8O2 (ωB97M-V/def2-TZVPD)
C -1.475 1.052 -0.923
C -0.283 1.096 0.009
O -0.484 0.448 1.281
C 0.449 -0.276 0.607
C 0.109 -1.704 0.328
O 0.955 -2.779 0.323
H -1.740 0.012 -1.157
H -1.258 1.565 -1.869
H -2.370 1.521 -0.483
H 0.193 2.090 0.126
H 1.523 -0.140 0.792
H 0.392 -0.972 -0.644
H -0.913 -2.015 0.152
H 1.533 -2.659 1.081
```



Entry 5:
Formula: C4H8O2
Source: the Open Molecules 2025 dataset
Level of theory: ωB97M-V/def2-TZVPD

Orbital gap in eV: 10.062
Highest occupied orbital energy in eV: -9.171
LUMO in eV: 0.9

Structure (XYZ):
```
14
C4H8O2 (ωB97M-V/def2-TZVPD)
C -1.205 -1.216 -0.237
C -0.642 0.178 -0.449
O -0.698 0.964 0.730
C 0.681 0.955 1.083
C 1.204 0.561 -0.301
O 1.964 -0.504 -0.517
H -0.630 -1.760 0.521
H -2.240 -1.128 0.113
H -1.201 -1.797 -1.165
H -1.085 0.695 -1.306
H 0.922 0.173 1.816
H 1.005 1.933 1.454
H 1.283 1.416 -0.996
H 0.643 -0.470 -0.746
```



Entry 6:
Formula: C4H8O2
Source: the Open Molecules 2025 dataset
Level of theory: ωB97M-V/def2-TZVPD

Orbital gap in eV: 9.351
Highest occupied orbital energy in eV: -8.354
LUMO in eV: 1.0
SMILES: CO/C=C/OC

Structure (XYZ):
```
14
C4H8O2 (ωB97M-V/def2-TZVPD)
C 0.666 -1.604 -1.790
O 0.037 -0.336 -1.821
C -0.091 0.301 -0.607
C -0.342 1.603 1.860
C -0.584 -0.287 0.487
O -0.727 0.255 1.724
H 0.688 -1.957 -2.825
H 1.695 -1.529 -1.402
H 0.115 -2.336 -1.182
H 0.209 1.345 -0.649
H -0.946 2.251 1.213
H -0.512 1.869 2.902
H 0.717 1.743 1.612
H -0.925 -1.319 0.477
```



Entry 7:
Formula: C4H8O2
Source: the Open Molecules 2025 dataset
Level of theory: ωB97M-V/def2-TZVPD

Orbital gap in eV: 9.570
Highest occupied orbital energy in eV: -9.551
LUMO in eV: 0.0
SMILES: C=C.C=O.C=O

Structure (XYZ):
```
14
C4H8O2 (ωB97M-V/def2-TZVPD)
C 0.208 -0.972 -1.711
C 0.341 -1.827 -0.706
O -0.054 -0.892 1.851
C 0.300 0.255 1.921
C -0.710 1.839 -0.113
O -0.165 1.706 -1.177
H 1.054 -0.428 -2.121
H -0.759 -0.755 -2.158
H -0.509 -2.353 -0.280
H 1.303 -2.023 -0.239
H 1.239 0.622 1.462
H -0.309 1.016 2.450
H -0.323 2.544 0.650
H -1.616 1.269 0.172
```



Entry 8:
Formula: C4H8O2
Source: the Open Molecules 2025 dataset
Level of theory: ωB97M-V/def2-TZVPD

Orbital gap in eV: 10.545
Highest occupied orbital energy in eV: -9.666
LUMO in eV: 0.9
SMILES: C=CC.O=CO

Structure (XYZ):
```
14
C4H8O2 (ωB97M-V/def2-TZVPD)
C 0.668 -1.434 -0.755
C 1.146 -0.121 -0.208
C 0.834 1.070 -0.712
O -1.769 1.386 0.659
C -1.262 0.411 1.424
O -1.535 -0.757 1.316
H 0.276 -2.071 0.044
H 1.489 -1.971 -1.244
H -0.130 -1.289 -1.491
H 1.780 -0.169 0.679
H 1.187 1.998 -0.270
H 0.189 1.165 -1.584
H -2.299 0.946 -0.026
H -0.574 0.835 2.168
```



Entry 9:
Formula: C4H8O2
Source: the Open Molecules 2025 dataset
Level of theory: ωB97M-V/def2-TZVPD

Orbital gap in eV: 10.232
Highest occupied orbital energy in eV: -9.242
LUMO in eV: 1.0
SMILES: COCCC=O

Structure (XYZ):
```
14
C4H8O2 (ωB97M-V/def2-TZVPD)
C -0.026 -1.415 -1.287
O -0.072 0.107 -1.022
C -0.987 0.418 0.042
C -0.114 0.981 1.137
C 1.285 0.672 0.646
O 2.030 -0.045 1.281
H 0.657 -1.533 -2.135
H -1.065 -1.527 -1.582
H 0.228 -2.171 -0.497
H -1.506 -0.472 0.425
H -1.758 1.151 -0.219
H -0.319 0.470 2.082
H -0.120 2.070 1.252
H 1.766 1.293 -0.123
```



Entry 10:
Formula: C4H8O2
Source: the Open Molecules 2025 dataset
Level of theory: ωB97M-V/def2-TZVPD

Orbital gap in eV: 9.524
Highest occupied orbital energy in eV: -8.468
LUMO in eV: 1.1

Structure (XYZ):
```
14
C4H8O2 (ωB97M-V/def2-TZVPD)
C 2.084 0.463 -0.664
O 0.733 0.084 -0.699
C 0.297 -0.451 0.527
C -1.188 -0.747 0.389
C -1.889 0.538 0.268
O -2.870 0.594 -0.617
H 2.337 0.862 -1.649
H 2.740 -0.396 -0.446
H 2.268 1.239 0.095
H 0.462 0.277 1.340
H 0.853 -1.369 0.772
H -1.559 -1.172 1.333
H -1.403 -1.431 -0.436
H -2.865 1.510 -0.214
```



Entry 11:
Formula: C4H8O2
Source: the Open Molecules 2025 dataset
Level of theory: ωB97M-V/def2-TZVPD

Orbital gap (spin up / spin down) in eV: 8.227 / 8.213
Highest occupied orbital energy (spin up / spin down) in eV: -7.686 / -7.615
LUMO (spin up / spin down) in eV: 0.5 / 0.6

Structure (XYZ):
```
14
C4H8O2 (ωB97M-V/def2-TZVPD)
C -2.363 -0.121 0.451
O -1.195 -0.572 0.104
C -0.046 0.022 0.295
C 1.135 -0.698 -0.190
C 2.472 -0.109 -0.114
O 2.098 -1.142 0.780
H -3.192 -0.748 0.161
H -2.429 0.633 1.228
H -1.791 1.516 -0.778
H 0.016 0.782 1.070
H -1.023 1.573 -0.840
H 0.927 -1.426 -0.975
H 2.596 0.877 0.337
H 3.221 -0.370 -0.863
```



Entry 12:
Formula: C4H8O2
Source: the Open Molecules 2025 dataset
Level of theory: ωB97M-V/def2-TZVPD

Orbital gap in eV: 10.665
Highest occupied orbital energy in eV: -9.726
LUMO in eV: 0.9
SMILES: COCCC=O

Structure (XYZ):
```
14
C4H8O2 (ωB97M-V/def2-TZVPD)
C 0.200 -0.696 -2.065
O 0.286 0.213 -1.003
C -0.638 -0.083 0.007
C -0.375 0.843 1.161
C 0.925 0.473 1.835
O 1.099 0.684 3.012
H 0.935 -0.389 -2.811
H -0.808 -0.682 -2.508
H 0.420 -1.722 -1.731
H -0.491 -1.115 0.377
H -1.679 -0.005 -0.346
H -1.123 0.661 1.935
H -0.445 1.906 0.891
H 1.695 -0.087 1.245
```



Entry 13:
Formula: C4H8O2
Source: the Open Molecules 2025 dataset
Level of theory: ωB97M-V/def2-TZVPD

Orbital gap (spin up / spin down) in eV: 8.716 / 8.698
Highest occupied orbital energy (spin up / spin down) in eV: -9.338 / -9.320
LUMO (spin up / spin down) in eV: -0.6 / -0.6

Structure (XYZ):
```
14
C4H8O2 (ωB97M-V/def2-TZVPD)
C 1.145 -0.091 -2.598
C 0.245 1.210 -0.118
C -0.242 -0.146 0.286
O 0.045 -1.145 -0.354
C -1.081 -0.256 1.542
O -1.402 -1.571 1.868
H 2.171 -0.115 -2.163
H 0.287 1.248 -1.217
H 0.916 -1.161 -2.747
H -0.370 2.021 0.279
H 1.269 1.326 0.257
H -0.523 0.231 2.358
H -1.987 0.354 1.387
H -1.034 -2.120 1.158
```



Entry 14:
Formula: C4H8O2
Source: the Open Molecules 2025 dataset
Level of theory: ωB97M-V/def2-TZVPD

Orbital gap in eV: 10.105
Highest occupied orbital energy in eV: -9.445
LUMO in eV: 0.7
SMILES: CC(=O)O.C=C

Structure (XYZ):
```
14
C4H8O2 (ωB97M-V/def2-TZVPD)
C -1.534 -0.310 0.041
C -1.964 1.152 0.038
C 1.887 -0.391 -0.125
C 3.158 -0.102 0.150
H -2.271 -2.000 0.030
H -1.126 1.803 -0.180
H -2.784 1.197 -0.706
H -2.364 1.375 1.042
H 1.543 -1.397 -0.020
H 1.190 0.343 -0.487
H 3.904 -0.790 0.534
H 3.409 0.971 -0.250
O -0.435 -0.737 -0.130
O -2.612 -1.114 0.063
```



Entry 15:
Formula: C4H8O2
Source: the Open Molecules 2025 dataset
Level of theory: ωB97M-V/def2-TZVPD

Orbital gap in eV: 9.782
Highest occupied orbital energy in eV: -9.033
LUMO in eV: 0.7
SMILES: O=CC/C=C/O.[H][H]

Structure (XYZ):
```
14
C4H8O2 (ωB97M-V/def2-TZVPD)
O 2.777 -0.669 -0.252
C 1.525 -0.167 -0.369
C 0.806 0.418 0.590
C -0.600 0.909 0.351
C -1.586 -0.089 0.916
O -2.362 -0.736 0.253
H 3.075 -0.563 0.662
H -1.127 -1.096 -2.643
H 1.149 -0.292 -1.381
H 1.219 0.518 1.595
H -0.804 1.027 -0.718
H -0.755 1.879 0.842
H -1.534 -0.230 2.018
H -1.489 -1.057 -1.992
```



Entry 16:
Formula: C4H8O2
Source: the Open Molecules 2025 dataset
Level of theory: ωB97M-V/def2-TZVPD

Orbital gap in eV: 10.542
Highest occupied orbital energy in eV: -9.728
LUMO in eV: 0.8
SMILES: COCCC=O

Structure (XYZ):
```
14
C4H8O2 (ωB97M-V/def2-TZVPD)
C -1.907 -0.963 -0.386
O -0.513 -0.882 -0.258
C -0.237 0.084 0.687
C 1.242 0.465 0.825
C 2.177 0.336 -0.336
O 3.385 0.393 -0.265
H -2.107 -1.684 -1.171
H -2.336 0.020 -0.649
H -2.351 -1.288 0.566
H -0.630 -0.124 1.694
H -0.777 1.046 0.372
H 1.737 0.313 1.797
H 0.749 1.436 0.683
H 1.662 0.269 -1.311
```



Entry 17:
Formula: C4H8O2
Source: the Open Molecules 2025 dataset
Level of theory: ωB97M-V/def2-TZVPD

Orbital gap in eV: 10.300
Highest occupied orbital energy in eV: -9.394
LUMO in eV: 0.9
SMILES: OC1C=C1.CO

Structure (XYZ):
```
14
C4H8O2 (ωB97M-V/def2-TZVPD)
C -0.648 1.727 -1.267
O -0.487 1.522 0.129
C 0.914 -1.218 -0.153
C 1.309 -1.056 1.083
C -0.021 -1.707 0.893
O -1.232 -1.081 1.188
H -0.762 0.778 -1.812
H 0.194 2.289 -1.696
H -1.560 2.313 -1.397
H 1.079 -1.052 -1.211
H 0.383 1.122 0.261
H 2.047 -0.671 1.776
H -0.139 -2.775 1.074
H -1.190 -0.155 0.892
```